# 1
{
  "formula": "HN2O3",
  "method": "wB97M-V/def2-TZVPD",
  "symbols": ["N", "N", "O", "O", "O", "H"],
  "positions_angstrom": [[-0.09896, 0.87882, -0.17656], [0.54061, -0.15561, -0.18686], [2.53345, 0.18365, 0.48553], [0.15033, -1.32564, -0.14912], [-1.51028, 0.67606, -0.13120], [-1.61515, -0.25728, 0.15822]],
  "e_lumo_ev": [4.0, 4.1],
  "multiplicity": 1,
  "charge": -1,
  "homo_lumo_gap_ev": [8.02, 8.15],
  "e_homo_ev": [-4.02, -4.07]
}

***

# 2
{
  "formula": "C78H212HgN18O20",
  "method": "wB97M-V/def2-TZVPD",
  "symbols": ["Hg", "C", "C", "C", "O", "H", "H", "H", "H", "H", "H", "H", "C", "C", "C", "O", "H", "H", "H", "H", "H", "H", "H", "C", "C", "C", "O", "C", "N", "H", "H", "H", "H", "H", "H", "H", "H", "H", "H", "H", "C", "C", "C", "O", "C", "N", "H", "H", "H", "H", "H", "H", "H", "H", "H", "H", "H", "C", "C", "C", "O", "C", "N", "H", "H", "H", "H", "H", "H", "H", "H", "H", "H", "H", "C", "C", "C", "O", "C", "N", "H", "H", "H", "H", "H", "H", "H", "H", "H", "H", "H", "C", "C", "C", "O", "C", "N", "H", "H", "H", "H", "H", "H", "H", "H", "H", "H", "H", "C", "C", "C", "O", "C", "N", "H", "H", "H", "H", "H", "H", "H", "H", "H", "H", "H", "C", "C", "C", "O", "C", "N", "H", "H", "H", "H", "H", "H", "H", "H", "H", "H", "H", "C", "C", "C", "O", "C", "N", "H", "H", "H", "H", "H", "H", "H", "H", "H", "H", "H", "C", "C", "C", "O", "C", "N", "H", "H", "H", "H", "H", "H", "H", "H", "H", "H", "H", "C", "C", "C", "O", "C", "N", "H", "H", "H", "H", "H", "H", "H", "H", "H", "H", "H", "C", "C", "C", "O", "C", "N", "H", "H", "H", "H", "H", "H", "H", "H", "H", "H", "H", "C", "C", "C", "O", "C", "N", "H", "H", "H", "H", "H", "H", "H", "H", "H", "H", "H", "C", "C", "C", "O", "C", "N", "H", "H", "H", "H", "H", "H", "H", "H", "H", "H", "H", "C", "C", "C", "O", "C", "N", "H", "H", "H", "H", "H", "H", "H", "H", "H", "H", "H", "C", "C", "C", "O", "C", "N", "H", "H", "H", "H", "H", "H", "H", "H", "H", "H", "H", "C", "C", "C", "O", "C", "N", "H", "H", "H", "H", "H", "H", "H", "H", "H", "H", "H", "C", "C", "C", "O", "C", "N", "H", "H", "H", "H", "H", "H", "H", "H", "H", "H", "H", "C", "C", "C", "O", "C", "N", "H", "H", "H", "H", "H", "H", "H", "H", "H", "H", "H"],
  "positions_angstrom": [[0.28425, -4.48614, -1.68773], [1.64111, -1.32718, 0.80104], [0.26229, -1.29919, 0.16962], [0.17656, -0.23128, -0.89963], [-0.13297, -2.54871, -0.38234], [1.78031, -2.08086, 1.57608], [2.02524, -0.36130, 1.12910], [2.41803, -1.68341, 0.12460], [-0.36750, -1.02795, 1.01690], [0.54313, 0.72355, -0.52279], [-0.87615, -0.06397, -1.12748], [0.61655, -0.56757, -1.83848], [-2.68125, -7.51364, -2.69997], [-2.32706, -7.07378, -1.29946], [-1.46269, -8.08924, -0.63298], [-1.69696, -5.80551, -1.35631], [-3.20342, -8.46882, -2.75529], [-1.75487, -7.62621, -3.26320], [-3.34116, -6.80330, -3.19801], [-3.27137, -7.01953, -0.75777], [-1.88716, -9.08322, -0.77415], [-1.34547, -7.90053, 0.43414], [-0.47280, -8.21935, -1.07034], [3.59760, -4.39624, -8.42390], [2.37035, -4.04187, -7.49930], [2.86362, -3.01980, -6.44156], [1.89647, -2.71167, -5.44391], [2.28671, -1.56803, -4.57448], [1.38352, -3.47123, -8.36979], [4.18743, -5.15439, -7.90870], [4.25572, -3.57812, -8.71654], [3.30982, -4.97123, -9.30406], [1.95430, -4.93477, -7.03267], [3.18842, -2.13674, -6.99185], [3.75454, -3.49246, -6.02811], [1.49906, -1.56647, -3.82103], [2.21541, -0.58397, -5.03777], [3.21974, -1.49713, -4.01542], [0.95855, -2.72963, -7.83172], [1.87966, -2.88119, -9.02232], [-1.33778, -4.24259, -5.78135], [-0.77607, -4.60172, -4.41650], [0.22583, -5.85345, -4.52369], [0.83607, -6.16612, -3.25905], [1.46038, -7.39714, -3.26062], [-0.22291, -3.48013, -3.81570], [-1.93003, -5.05924, -6.19417], [-0.66758, -3.99063, -6.60321], [-2.02180, -3.40741, -5.63064], [-1.55519, -4.96389, -3.74574], [1.08004, -5.71573, -5.18661], [-0.26901, -6.77142, -4.84079], [2.05464, -7.48599, -2.35118], [2.11974, -7.61874, -4.09982], [0.70234, -8.18030, -3.24892], [0.47575, -3.10850, -4.44329], [-0.90965, -2.76529, -4.00932], [-4.82354, 9.00592, 2.27464], [-4.48719, 7.75207, 1.49117], [-3.75326, 6.84280, 2.51206], [-3.29775, 5.65234, 1.83273], [-2.58786, 4.69144, 2.65520], [-5.72639, 7.21561, 0.94851], [-5.40817, 8.94302, 3.19244], [-5.35606, 9.75878, 1.69351], [-3.88235, 9.45354, 2.59383], [-3.80409, 7.94175, 0.66322], [-4.45879, 6.54553, 3.28792], [-2.86531, 7.30923, 2.93878], [-1.77777, 5.17841, 3.19807], [-2.06694, 3.87915, 2.14833], [-3.23520, 4.31204, 3.44584], [-5.45600, 6.27306, 1.19055], [-6.56526, 7.44794, 1.46079], [-8.57445, 5.25965, -1.98673], [-7.92762, 4.02897, -1.40616], [-6.29590, 3.92036, -1.42844], [-5.81385, 2.56243, -1.34795], [-5.67401, 1.95643, -2.57839], [-8.38055, 4.11971, -0.01614], [-8.39696, 5.47561, -3.04028], [-8.35378, 6.17766, -1.44205], [-9.66050, 5.16690, -1.98546], [-8.45588, 3.14291, -1.75822], [-5.88974, 4.54204, -0.63055], [-5.95905, 4.38673, -2.35426], [-5.35943, 0.91510, -2.50923], [-4.90799, 2.46032, -3.16782], [-6.64031, 1.84503, -3.07026], [-7.87856, 3.43518, 0.53114], [-9.37252, 3.96247, 0.09054], [5.91637, 5.95294, -1.54729], [6.00522, 4.44367, -1.45417], [6.93085, 3.92255, -0.34304], [8.32030, 4.27365, -0.54844], [9.24127, 3.38034, 0.13351], [4.66815, 3.96220, -1.24373], [6.90243, 6.38840, -1.38547], [5.16016, 6.38835, -0.89410], [5.57117, 6.38188, -2.48800], [6.36248, 4.02591, -2.39542], [6.86063, 2.83514, -0.31616], [6.57491, 4.27791, 0.62398], [9.67407, 2.69012, -0.59064], [8.75815, 2.82245, 0.93567], [9.97802, 4.04278, 0.58789], [4.73760, 3.03152, -0.85759], [4.11710, 4.48743, -0.57997], [1.90679, 7.52938, -5.21923], [1.59664, 6.79438, -3.91544], [2.67917, 5.72306, -3.63838], [2.64292, 4.70885, -4.73236], [3.60463, 3.71515, -4.59448], [1.48886, 7.73407, -2.78387], [2.71466, 8.25914, -5.16553], [1.03983, 8.07435, -5.59271], [2.04082, 6.86852, -6.07561], [0.61813, 6.31776, -3.97434], [2.47905, 5.25599, -2.67407], [3.63430, 6.22208, -3.47465], [3.54680, 3.11512, -5.50261], [3.45851, 3.08550, -3.71681], [4.63565, 4.03210, -4.43747], [2.22997, 8.41928, -2.74720], [0.66871, 8.24121, -3.08431], [-2.48798, -2.31044, 7.45196], [-1.03082, -2.39862, 7.83067], [-0.02409, -1.60811, 6.97261], [0.08179, -2.11709, 5.66633], [0.48083, -1.18613, 4.66979], [-0.86383, -2.09919, 9.22975], [-3.00669, -1.37017, 7.63892], [-3.09884, -3.09078, 7.90584], [-2.54573, -2.53360, 6.38661], [-0.71038, -3.43991, 7.79695], [0.99404, -1.51800, 7.35127], [-0.32414, -0.56110, 7.01568], [0.28080, -1.54035, 3.65855], [1.55173, -1.11579, 4.86042], [-0.06828, -0.24805, 4.75090], [-1.16881, -1.13771, 9.28104], [0.12651, -1.98714, 9.39339], [4.83502, -4.09496, -1.50803], [3.38082, -4.63766, -1.41868], [3.04828, -5.18227, -0.05922], [1.62666, -5.57507, -0.11778], [1.12701, -5.56323, 1.15529], [2.49067, -3.56223, -1.85188], [4.91193, -3.25166, -0.82170], [5.08537, -3.78786, -2.52346], [5.53226, -4.85543, -1.15641], [3.29971, -5.46954, -2.11831], [3.20454, -4.33150, 0.60400], [3.65953, -6.05102, 0.18525], [0.05120, -5.69362, 1.27248], [1.44580, -4.63858, 1.63644], [1.59467, -6.40576, 1.66473], [3.01097, -3.16581, -2.62145], [2.35721, -2.81256, -1.18833], [-2.09244, -4.57384, 2.97095], [-3.22412, -3.96484, 2.05782], [-3.90822, -2.79631, 2.71336], [-4.65102, -3.12927, 3.88930], [-5.38850, -2.15718, 4.63276], [-2.72995, -3.76211, 0.70423], [-1.76030, -5.49527, 2.49267], [-2.40478, -4.66338, 4.01139], [-1.17414, -3.99016, 2.90665], [-3.98828, -4.74195, 2.04169], [-4.69622, -2.37850, 2.08679], [-3.22717, -2.02517, 3.07334], [-5.93407, -1.52328, 3.93372], [-4.67170, -1.53001, 5.16281], [-5.95361, -2.52505, 5.48916], [-2.54001, -4.58525, 0.15064], [-1.91445, -3.19782, 0.51283], [4.28619, -2.36087, 3.10983], [5.64452, -2.22189, 2.42387], [6.58152, -1.14838, 3.07875], [5.93963, 0.17137, 3.00202], [6.88699, 1.29297, 2.96501], [6.33290, -3.48327, 2.37831], [4.48325, -2.49857, 4.17299], [3.58057, -3.03819, 2.62874], [3.73478, -1.42222, 3.05537], [5.57240, -1.89741, 1.38578], [7.51783, -1.23048, 2.52676], [6.80526, -1.40643, 4.11386], [7.26144, 1.33053, 1.94203], [7.67508, 1.08283, 3.68811], [6.46416, 2.28182, 3.14243], [7.09622, -3.54553, 1.71985], [6.80605, -3.71190, 3.24084], [3.70042, 0.75294, -1.64248], [4.74025, 0.42092, -0.55704], [6.20483, 0.00132, -1.01967], [6.02849, -0.99815, -2.02707], [7.18870, -1.59515, -2.57114], [4.79263, 1.54921, 0.34208], [3.63236, -0.07549, -2.34758], [4.09864, 1.66253, -2.09210], [2.67099, 0.88825, -1.31071], [4.36642, -0.47157, -0.05524], [6.86231, -0.32162, -0.21250], [6.76014, 0.86861, -1.37681], [6.86532, -2.26747, -3.36581], [7.72131, -2.18042, -1.82155], [7.90730, -0.94874, -3.07500], [3.83840, 1.86085, 0.45356], [4.97048, 1.25423, 1.29154], [2.06776, 1.78203, 2.81269], [2.24675, 3.15538, 2.22975], [3.37009, 3.98482, 2.85377], [3.05101, 4.27916, 4.24853], [3.92609, 5.29122, 4.73580], [2.36517, 3.09034, 0.75341], [2.92912, 1.14492, 2.61206], [1.23425, 1.20175, 2.41692], [1.81573, 1.78814, 3.87313], [1.45617, 3.86043, 2.48662], [3.57871, 4.88979, 2.28316], [4.35932, 3.52818, 2.88549], [3.58003, 6.24286, 4.33239], [4.98504, 5.15101, 4.51887], [3.75311, 5.36294, 5.80960], [2.23447, 4.03684, 0.42606], [1.51320, 2.65215, 0.43364], [-1.84445, -0.44993, -6.71844], [-1.48611, 0.15350, -5.37058], [-2.51625, 1.25545, -4.90866], [-2.14930, 2.33463, -5.74472], [-3.14385, 3.32061, -5.70943], [-1.61969, -0.89058, -4.38210], [-2.82898, -0.91710, -6.74254], [-1.20644, -1.29234, -6.98565], [-1.78712, 0.30541, -7.50219], [-0.43625, 0.44600, -5.35216], [-2.36972, 1.65631, -3.90569], [-3.56340, 0.99582, -5.06414], [-4.01805, 2.93695, -6.23544], [-2.75352, 4.18091, -6.25313], [-3.33766, 3.67444, -4.69684], [-2.59062, -1.15720, -4.30262], [-1.40860, -0.46689, -3.48990], [2.98042, -5.97624, 4.55287], [1.64459, -5.27237, 4.75927], [0.42484, -6.21676, 4.82775], [0.39460, -7.10812, 3.76463], [-0.87959, -7.82491, 3.67852], [1.75122, -4.34675, 5.89528], [3.86641, -5.37478, 4.75627], [3.10037, -6.16586, 3.48622], [3.19077, -6.79987, 5.23515], [1.50821, -4.63366, 3.88661], [-0.50281, -5.64465, 4.84408], [0.50733, -6.72694, 5.78744], [-0.86191, -8.64557, 4.39567], [-0.85716, -8.25474, 2.67710], [-1.77471, -7.21393, 3.79504], [0.87285, -3.87016, 6.04168], [2.40628, -3.62538, 5.62955], [-6.14189, 2.23823, 3.66065], [-5.70809, 2.31303, 2.16019], [-4.52701, 1.39745, 1.74428], [-3.28265, 1.84681, 2.32945], [-2.23883, 1.01988, 2.04239], [-6.81609, 2.12310, 1.25589], [-6.90052, 2.99873, 3.84562], [-5.21744, 2.34580, 4.22803], [-6.54532, 1.27264, 3.96554], [-5.41746, 3.35672, 2.04042], [-4.44698, 1.41762, 0.65741], [-4.66757, 0.39479, 2.14805], [-2.11923, 0.92457, 0.96317], [-2.47378, 0.06479, 2.51221], [-1.38084, 1.43299, 2.57273], [-6.48755, 2.28715, 0.31501], [-7.14107, 1.16874, 1.19533], [0.79593, 2.38731, 6.36102], [-0.34637, 2.99376, 5.50112], [-1.72186, 2.93186, 6.22384], [-2.18300, 1.66533, 6.71702], [-2.79531, 0.90007, 5.72096], [-0.04116, 4.29336, 5.05092], [1.77344, 2.51708, 5.89655], [0.73827, 1.31153, 6.52677], [0.87994, 2.94351, 7.29466], [-0.53078, 2.35229, 4.63937], [-2.47841, 3.32336, 5.54380], [-1.78581, 3.52311, 7.13731], [-3.48620, 1.44913, 5.08119], [-3.49773, 0.21483, 6.19547], [-2.16030, 0.31622, 5.05465], [0.12831, 4.69538, 5.96182], [0.91806, 4.22246, 4.74278], [-3.46932, -0.98980, -1.24428], [-4.68821, -1.79321, -1.62690], [-4.50247, -2.70021, -2.87595], [-4.39201, -1.93227, -4.04004], [-4.90359, -2.63898, -5.20990], [-5.03590, -2.64515, -0.50107], [-2.56942, -1.59058, -1.11255], [-3.62027, -0.32137, -0.39662], [-3.14445, -0.32057, -2.04094], [-5.57400, -1.18938, -1.82403], [-5.45246, -3.23446, -2.89039], [-3.65318, -3.37208, -2.75190], [-4.34672, -3.55379, -5.41260], [-4.73005, -1.90037, -5.99249], [-5.98167, -2.75858, -5.10244], [-4.16556, -2.94978, -0.08900], [-5.38561, -3.51093, -0.88605], [-3.07786, 3.97840, -1.07535], [-1.52682, 4.16426, -0.65583], [-0.55958, 3.87783, -1.83342], [-0.66606, 2.50575, -2.30918], [0.44198, 2.18956, -3.15310], [-1.41621, 5.50813, -0.23350], [-3.76107, 4.09563, -0.23417], [-3.27351, 2.95975, -1.41027], [-3.37588, 4.71909, -1.81742], [-1.34612, 3.52461, 0.20806], [0.45171, 4.06764, -1.47375], [-0.67310, 4.52564, -2.70265], [0.35742, 2.59993, -4.15935], [0.45211, 1.11898, -3.35765], [1.40298, 2.51674, -2.75621], [-1.83480, 5.99780, -1.01137], [-2.14285, 5.50366, 0.46799]],
  "e_lumo_ev": 0.1,
  "multiplicity": 1,
  "homo_lumo_gap_ev": 7.55,
  "e_homo_ev": -7.43
}

***

# 3
{
  "formula": "C4H12",
  "method": "wB97M-V/def2-TZVPD",
  "symbols": ["C", "C", "H", "H", "H", "H", "H", "H", "C", "C", "H", "H", "H", "H", "H", "H"],
  "positions_angstrom": [[2.02435, 1.29931, 1.55438], [1.42431, 1.46316, 0.15930], [1.46293, 0.60780, 2.17241], [3.07123, 0.99726, 1.43843], [2.17072, 2.23628, 2.08295], [1.84639, 0.71398, -0.49870], [1.65963, 2.44828, -0.25904], [0.33912, 1.46642, 0.03941], [-1.46768, -1.90753, -1.35849], [-2.01113, -0.87644, -0.32368], [-0.69122, -1.42291, -1.94823], [-1.00927, -2.79543, -0.92936], [-2.22798, -2.24620, -2.05968], [-1.41122, 0.01476, -0.52645], [-1.73304, -1.10728, 0.70061], [-3.04873, -0.65724, -0.53014]],
  "e_lumo_ev": 1.1,
  "multiplicity": 1,
  "smiles": "CC.CC",
  "homo_lumo_gap_ev": 12.73,
  "e_homo_ev": -11.58
}

***

# 4
{
  "formula": "C14H19BNO6Pt",
  "method": "wB97M-V/def2-TZVPD",
  "symbols": ["Pt", "C", "O", "C", "C", "C", "C", "C", "C", "O", "C", "O", "C", "H", "H", "H", "H", "H", "H", "H", "H", "H", "C", "C", "C", "O", "C", "O", "O", "H", "H", "H", "H", "H", "H", "H", "B", "C", "N", "H", "H", "H"],
  "positions_angstrom": [[0.40305, 0.82722, 1.20916], [-0.07306, -0.61264, -5.23737], [-1.36951, -0.88242, -4.75493], [-1.64844, -0.49316, -3.47117], [-2.91210, -0.87008, -2.99136], [-3.25452, -0.51710, -1.71071], [-2.41431, 0.23073, -0.87594], [-2.80738, 0.57721, 0.48620], [-3.97769, -0.14739, 1.13625], [-2.20344, 1.42466, 1.12071], [-1.11708, 0.59538, -1.35088], [-0.20503, 1.25074, -0.70221], [-0.77742, 0.20681, -2.67671], [-0.02140, -1.04887, -6.23336], [0.69229, -1.06659, -4.60081], [0.11497, 0.46343, -5.30372], [-3.57451, -1.43364, -3.63281], [-4.22807, -0.81093, -1.33924], [-4.91140, 0.04329, 0.60412], [-4.06841, 0.21356, 2.15790], [-3.80843, -1.22504, 1.13725], [0.20889, 0.49385, -3.01139], [3.17777, -1.68831, 1.50044], [1.85258, -1.50750, 2.21722], [1.76623, -2.30417, 3.50997], [1.72514, -0.08844, 2.59732], [0.67813, -1.95165, 1.28338], [0.70581, -3.11093, 0.90708], [-0.24948, -1.09729, 1.05105], [4.01070, -1.45874, 2.16988], [3.22237, -1.04174, 0.62210], [3.26157, -2.72161, 1.16947], [2.62434, -2.07953, 4.14593], [1.74991, -3.36735, 3.27912], [0.85335, -2.04249, 4.04409], [2.54635, 0.36610, 2.37108], [2.62292, 4.93453, 1.56200], [1.77247, 3.61797, 1.46670], [1.16538, 2.64015, 1.38983], [2.57471, 5.47107, 0.48268], [3.75092, 4.59061, 1.84060], [2.14184, 5.62030, 2.43108]],
  "e_lumo_ev": 2.6,
  "multiplicity": 1,
  "charge": -1,
  "homo_lumo_gap_ev": 7.53,
  "e_homo_ev": -4.96
}

***

no.,electronic energy (eV)
1,-9132.3364
2,-156253.7308
3,-4342.0842
4,-32525.9637